[1]
The following is a quantum chemistry calculation of C22H38HgO14S as an isolated structure at a distorted geometry, from the OMol25 dataset.

Each line ends with the Mulliken charge.
Element x y z (Å)
Hg  -0.543  -0.248  -0.073  4.007
C  2.466  -1.199  -2.833  -0.669
C  1.140  -0.525  -3.298  -0.615
O  0.348  -0.101  -2.203  -0.829
H  2.544  -1.322  -1.753  -0.333
H  3.253  -0.560  -3.234  0.375
H  2.627  -2.143  -3.354  0.347
H  0.578  -1.366  -3.704  0.318
H  1.402  0.189  -4.079  0.293
C  -4.289  1.189  0.553  -0.578
C  -4.141  -0.110  -0.276  -0.770
O  -2.862  -0.699  -0.508  -0.649
H  -3.729  1.948  0.007  -0.147
H  -3.937  0.965  1.560  0.167
H  -5.348  1.433  0.641  0.470
H  -4.697  0.113  -1.187  0.320
H  -4.762  -0.826  0.262  0.405
C  -2.386  2.119  -2.665  0.569
C  -1.671  2.129  -3.981  -0.044
O  -0.999  3.329  -4.161  -0.359
S  -1.659  4.520  -3.237  1.078
O  -2.807  5.121  -3.954  -0.555
O  -0.708  5.399  -2.511  -0.539
O  -2.177  3.397  -2.083  -0.273
H  -1.954  1.373  -1.998  -0.377
H  -3.462  1.950  -2.710  0.174
H  -2.379  2.037  -4.804  0.287
H  -1.014  1.266  -4.093  -0.010
O  -0.531  1.984  0.492  -1.334
C  -0.558  3.177  0.841  -0.153
O  0.519  3.787  1.009  -0.383
C  0.541  5.213  1.204  -0.318
C  -0.902  5.496  1.499  -0.759
C  -1.683  4.196  1.108  -0.169
H  0.826  5.720  0.282  0.246
H  1.223  5.418  2.029  0.297
H  -1.229  6.439  1.061  0.376
H  -1.013  5.640  2.574  0.252
H  -2.152  4.416  0.148  0.036
H  -2.475  3.930  1.807  0.500
O  -0.429  -2.658  0.007  -0.501
C  -0.105  -3.637  -0.634  0.239
O  -0.708  -4.017  -1.825  -0.317
C  -0.189  -5.258  -2.304  -0.486
C  1.206  -5.354  -1.648  -0.555
C  0.992  -4.566  -0.298  -0.257
H  -0.182  -5.192  -3.392  0.331
H  -0.733  -6.169  -2.055  0.291
H  2.084  -4.951  -2.153  0.275
H  1.348  -6.435  -1.618  0.335
H  1.865  -4.063  0.118  0.130
H  0.714  -5.290  0.468  0.302
O  -0.811  -0.483  2.208  -0.421
C  -0.877  -1.353  3.108  0.196
O  -1.345  -2.579  2.778  -0.226
C  -0.915  -3.530  3.735  -0.373
C  -0.544  -2.715  4.921  -0.616
C  -0.230  -1.324  4.508  -0.366
H  0.048  -3.946  3.439  0.204
H  -1.581  -4.364  3.958  0.360
H  0.309  -3.198  5.399  0.341
H  -1.355  -2.728  5.649  0.239
H  0.840  -1.117  4.492  0.207
H  -0.689  -0.550  5.123  0.328
O  1.589  -0.452  0.707  -0.493
C  2.796  -0.145  0.759  -0.016
O  3.193  1.220  0.741  -0.203
C  4.574  1.321  0.903  -0.480
C  5.057  -0.088  1.275  -0.701
C  3.961  -1.069  0.900  -0.188
H  4.735  2.050  1.697  0.262
H  4.909  1.625  -0.089  0.321
H  5.132  -0.084  2.362  0.277
H  6.038  -0.258  0.831  0.343
H  3.815  -1.880  1.614  0.336
H  4.091  -1.555  -0.068  0.223

Results
F_max = 5.69 eV Å⁻¹
LUMO level = 0.06 eV
Highest occupied orbital energy = -6.55 eV
Gap between HOMO and LUMO = 6.61 eV
2S+1 = 1
Molecular weight = 759.19 g/mol

***

[2]
The following is a quantum chemistry calculation of C22H38MoNO2P3 as an isolated structure at a distorted geometry, from the OMol25 dataset.

Each line ends with the Löwdin spin population.
Element x y z (Å)
P  -1.172  -2.838  -2.496  0.004
C  -1.499  -4.280  -1.510  0.001
H  -1.852  -5.072  -2.189  0.000
H  -2.275  -4.087  -0.749  0.000
H  -0.588  -4.636  -0.991  0.000
C  -2.566  -1.792  -2.860  0.000
H  -2.261  -0.756  -3.072  0.000
H  -3.283  -1.769  -2.028  0.000
H  -3.058  -2.196  -3.752  0.000
C  -0.166  -2.952  -3.961  0.000
H  -0.721  -3.533  -4.707  0.000
H  0.792  -3.452  -3.753  0.000
H  0.054  -1.958  -4.385  0.000
P  3.229  0.687  -0.061  0.001
C  3.492  -0.740  1.012  -0.003
H  4.535  -0.753  1.352  -0.001
H  3.259  -1.655  0.451  0.000
H  2.814  -0.660  1.872  0.000
C  4.389  0.507  -1.446  0.004
H  4.258  1.360  -2.123  0.000
H  4.158  -0.421  -1.985  0.000
H  5.421  0.481  -1.086  0.001
C  3.867  2.114  0.865  0.001
H  4.944  2.011  1.024  0.000
H  3.347  2.163  1.830  0.000
H  3.664  3.030  0.296  0.000
P  -1.859  1.831  2.673  0.176
C  -2.069  0.883  4.152  0.028
H  -2.735  1.433  4.838  0.009
H  -1.098  0.716  4.652  0.001
H  -2.519  -0.100  3.925  0.000
C  -1.360  3.527  2.867  0.017
H  -2.093  4.069  3.476  0.006
H  -1.280  4.032  1.891  0.001
H  -0.380  3.582  3.363  0.001
C  -3.285  1.834  1.605  0.017
H  -3.950  2.658  1.896  0.005
H  -3.845  0.895  1.689  0.000
H  -3.018  1.969  0.545  0.002
Mo  0.490  1.712  -1.257  0.938
C  -0.123  -1.724  -1.443  0.015
O  0.629  -1.624  -0.557  0.017
C  -0.411  1.208  1.370  0.284
O  0.334  0.394  1.831  0.370
C  0.407  3.784  -1.534  0.010
C  -0.903  3.240  -1.553  0.006
C  -1.204  2.161  -2.421  0.011
C  -0.190  1.592  -3.229  0.018
C  1.116  2.138  -3.206  0.021
C  1.414  3.221  -2.349  0.006
H  0.650  4.606  -0.874  0.004
H  -1.665  3.639  -0.905  0.004
H  -2.212  1.784  -2.478  0.004
H  -0.421  0.794  -3.923  0.005
H  1.874  1.748  -3.872  0.006
H  2.425  3.618  -2.318  0.005
C  -3.520  -3.198  2.541  0.000
C  -2.140  -3.194  2.776  0.000
C  -1.325  -2.349  2.003  0.000
N  -1.823  -1.558  1.052  0.001
C  -3.129  -1.559  0.821  0.000
C  -4.029  -2.365  1.542  0.000
H  -4.182  -3.841  3.122  0.000
H  -1.671  -3.822  3.530  0.000
H  -0.247  -2.319  2.155  0.000
H  -3.488  -0.892  0.032  0.000
H  -5.086  -2.315  1.291  0.000

Results
F_max = 8.07 eV Å⁻¹
Total charge = +4
LUMO level (alpha / beta) = -14.89 / -14.82 eV
Highest occupied orbital energy (alpha / beta) = -19.23 / -19.25 eV
Gap between HOMO and LUMO (alpha / beta) = 4.33 / 4.43 eV
2S+1 = 3
Molecular weight = 537.41 g/mol